[1]
This record from the OMol25 dataset describes a cluster of 13 separate species, C24H42Cl24N in total at a distorted geometry. The level of theory is ωB97M-V/def2-TZVPD.

```
91
Properties=species:S:1:pos:R:3:lowdin_charge:R:1
C 3.098 4.956 0.947 -0.08
C 2.095 3.845 0.479 -0.23
C 1.434 4.063 -0.803 -0.03
C 0.453 3.099 -1.293 -0.04
C 0.168 1.939 -0.472 -0.22
C -0.904 0.900 -0.926 -0.13
C -2.278 0.995 -0.134 -0.24
C -2.440 2.097 1.006 -0.14
C -3.389 3.179 0.332 -0.08
N -4.429 2.236 -0.257 0.03
C -3.553 1.294 -1.047 -0.07
C 0.844 1.664 0.804 -0.06
C 1.813 2.644 1.262 -0.02
H 4.130 4.541 0.813 0.09
H 2.997 5.171 2.047 0.08
H 2.937 5.925 0.415 -0.01
H 1.646 4.962 -1.419 0.08
H -0.078 3.223 -2.264 0.07
H -1.084 0.941 -2.035 0.06
H -0.469 -0.113 -0.696 0.10
H -2.363 0.040 0.455 0.13
H -2.947 1.509 1.819 0.04
H -1.540 2.533 1.498 0.12
H -2.972 3.704 -0.568 0.15
H -3.700 3.823 1.189 0.14
H -5.069 2.842 -0.775 0.18
H -4.765 1.741 0.594 0.03
H -3.197 1.701 -2.034 0.14
H -4.082 0.341 -1.288 0.14
H 0.561 0.735 1.356 0.00
H 2.304 2.456 2.243 0.11
C 1.046 1.909 -4.797 -0.96
Cl 0.053 0.490 -4.436 0.57
Cl 0.041 3.319 -5.166 0.56
H 1.666 2.134 -3.933 0.03
H 1.674 1.690 -5.656 0.00
C 1.540 -2.291 2.670 -0.98
Cl 0.944 -3.200 4.058 0.54
Cl 0.218 -1.450 1.842 0.57
H 2.264 -1.557 3.012 0.03
H 2.011 -2.977 1.972 0.04
C 1.453 5.533 -7.475 -1.05
Cl 0.913 6.661 -8.724 0.51
Cl 2.825 4.567 -8.026 0.49
H 1.749 6.098 -6.595 0.03
H 0.634 4.864 -7.227 -0.04
C -2.628 1.337 -7.045 -1.06
Cl -2.020 0.880 -8.638 0.52
Cl -4.199 0.592 -6.716 0.50
H -1.920 1.007 -6.291 -0.05
H -2.736 2.417 -7.005 0.02
C -2.447 -4.811 5.064 -1.04
Cl -3.482 -3.431 5.459 0.50
Cl -2.618 -6.107 6.254 0.50
H -2.726 -5.192 4.086 0.01
H -1.412 -4.482 5.050 -0.03
C 4.191 8.607 -1.138 -1.01
Cl 4.620 9.383 -2.663 0.52
Cl 2.696 7.670 -1.290 0.54
H 4.996 7.938 -0.844 0.03
H 4.050 9.372 -0.380 0.03
C -0.837 -7.886 3.518 -1.02
Cl 0.576 -8.865 3.901 0.51
Cl -0.367 -6.347 2.778 0.50
H -1.471 -8.432 2.824 -0.04
H -1.383 -7.683 4.436 -0.03
C 1.764 -7.295 7.306 -1.00
Cl 0.080 -6.888 6.928 0.49
Cl 2.736 -7.455 5.835 0.48
H 2.184 -6.504 7.921 -0.06
H 1.787 -8.236 7.848 0.04
C -5.530 1.720 3.631 -0.94
Cl -5.738 0.687 2.197 0.60
Cl -3.858 1.736 4.191 0.58
H -5.828 2.734 3.380 0.03
H -6.161 1.336 4.427 0.04
C -3.089 -8.656 -0.028 -1.01
Cl -3.807 -7.348 0.922 0.50
Cl -2.635 -10.019 1.001 0.54
H -3.813 -8.996 -0.763 0.03
H -2.201 -8.281 -0.529 0.03
C 4.155 1.343 -9.556 -1.01
Cl 2.899 1.406 -8.313 0.47
Cl 5.696 1.949 -8.943 0.51
H 4.283 0.313 -9.875 0.03
H 3.845 1.956 -10.398 0.03
C 5.685 -5.357 7.660 -1.01
Cl 4.348 -5.600 8.792 0.55
Cl 6.156 -3.656 7.577 0.51
H 6.537 -5.943 7.992 0.03
H 5.371 -5.685 6.672 0.01
```

Computed properties:
Orbital gap in eV: 8.4
Spin multiplicity: 1
Highest occupied orbital energy in Eh: -0.405
LUMO in eV: -2.65
Charge: +1

[2]
This record from the OMol25 dataset describes a structure of composition C24H42Cl2FI2N2O12S. The level of theory is ωB97M-V/def2-TZVPD.

```
86
Properties=species:S:1:pos:R:3:lowdin_charge:R:1
C 4.173 1.329 1.977 -0.03
C 2.685 1.333 1.699 -0.14
O 2.302 2.583 0.979 0.02
C 1.032 2.898 1.084 -0.22
N 0.697 3.768 2.044 0.22
C -0.561 4.222 2.245 -0.17
S -0.668 5.392 3.580 0.68
O 0.678 5.586 3.994 -0.22
O -1.699 5.029 4.471 -0.20
F -1.118 6.638 2.787 -0.10
C -1.596 3.792 1.460 -0.17
C -2.977 4.284 1.670 -0.69
Cl -3.909 3.372 2.792 0.83
C -3.489 5.346 1.043 -0.69
C -4.867 5.866 1.265 -0.11
Cl -2.486 6.168 -0.088 0.80
C -1.280 2.876 0.434 0.06
C -2.389 2.463 -0.501 -0.47
O -2.477 2.967 -1.579 0.14
O -3.262 1.585 0.042 -0.03
C -3.325 0.257 -0.431 -0.80
I -2.993 -0.114 -2.453 0.98
C -3.654 -0.658 0.474 -0.83
C -3.893 -0.331 1.922 -0.15
I -3.872 -2.669 0.002 0.91
C 0.014 2.427 0.237 -0.16
O 0.342 1.570 -0.740 -0.03
N 0.469 2.346 -2.132 0.16
O 1.311 1.904 -2.721 0.21
H 4.338 1.235 3.049 0.08
H 4.656 0.484 1.496 0.08
H 4.630 2.271 1.683 0.09
H 2.111 1.310 2.626 0.13
H 2.388 0.502 1.064 0.10
H 1.432 4.124 2.655 0.18
H -4.969 6.197 2.297 0.09
H -5.600 5.076 1.112 0.08
H -5.094 6.689 0.598 0.08
H -4.561 -1.065 2.362 0.06
H -4.291 0.670 2.049 0.03
H -2.947 -0.402 2.465 0.09
C 2.249 -1.444 -2.119 -0.08
C 3.243 -2.066 -1.166 -0.30
O 2.885 -1.799 0.199 -0.10
H 2.210 -0.364 -1.963 0.05
H 2.514 -1.649 -3.154 0.06
H 1.247 -1.839 -1.936 0.09
H 4.236 -1.648 -1.326 0.11
H 3.303 -3.150 -1.298 0.11
H 2.026 -2.202 0.363 0.09
C 6.393 -4.110 -0.116 -0.08
C 5.710 -5.025 0.881 -0.31
O 4.832 -4.299 1.736 -0.08
H 6.945 -3.328 0.406 0.08
H 7.085 -4.650 -0.763 0.08
H 5.642 -3.626 -0.744 0.05
H 6.436 -5.510 1.531 0.12
H 5.151 -5.808 0.354 0.09
H 4.174 -3.854 1.191 0.05
C 3.853 -5.074 -5.567 -0.09
C 2.462 -4.670 -5.120 -0.31
O 2.374 -3.267 -4.854 -0.10
H 4.588 -4.803 -4.807 0.07
H 3.911 -6.148 -5.742 0.08
H 4.130 -4.560 -6.491 0.07
H 2.199 -5.173 -4.191 0.10
H 1.722 -4.945 -5.878 0.11
H 2.592 -2.796 -5.664 0.08
C 2.540 -7.729 0.191 -0.09
C 2.383 -8.095 -1.273 -0.31
O 2.842 -7.059 -2.141 -0.09
H 1.996 -6.810 0.413 0.07
H 2.163 -8.523 0.836 0.08
H 3.590 -7.560 0.438 0.06
H 1.334 -8.249 -1.521 0.11
H 2.922 -9.022 -1.492 0.11
H 3.775 -6.911 -1.956 0.07
C -10.036 6.901 1.559 -0.09
C -8.760 6.223 1.101 -0.32
O -7.716 6.326 2.074 -0.10
H -9.850 7.954 1.772 0.08
H -10.811 6.831 0.796 0.08
H -10.413 6.439 2.473 0.07
H -8.376 6.695 0.198 0.11
H -8.949 5.167 0.879 0.11
H -8.030 5.907 2.882 0.09
```

Computed properties:
Orbital gap in eV: 6.5
Spin multiplicity: 1
Highest occupied orbital energy in Eh: -0.408
LUMO in eV: -4.55
Charge: +1

[3]
This record from the OMol25 dataset describes a structure of composition C24H42Cl2I2N15O10P at a distorted geometry. The level of theory is ωB97M-V/def2-TZVPD.

```
96
Properties=species:S:1:pos:R:3:lowdin_charge:R:1
C -1.688 -4.194 -0.304 0.12
C -0.712 -3.510 -0.243 -0.15
C 0.337 -2.566 -0.223 -0.21
C 0.095 -1.466 -1.263 -0.15
C 0.481 -0.098 -0.690 -0.11
C 1.364 0.800 -1.510 -0.07
C 2.515 1.400 -0.952 -0.30
C 2.885 1.119 0.442 -0.76
Cl 4.244 0.063 0.558 0.75
C 2.288 1.588 1.533 -0.75
C 2.695 1.331 2.910 -0.10
Cl 0.942 2.608 1.318 0.78
C 3.302 2.235 -1.694 -0.67
I 4.919 3.180 -0.779 1.02
C 3.026 2.480 -3.010 -0.67
I 4.192 3.720 -4.219 0.98
C 1.913 1.912 -3.544 -0.18
C 1.099 1.120 -2.818 -0.04
C -0.064 0.752 -3.687 -0.38
O -0.899 -0.089 -3.574 0.15
N 0.000 1.620 -4.837 -0.10
P -1.234 2.906 -4.848 0.91
C -0.210 4.415 -4.942 -0.22
O -1.727 2.956 -3.291 -0.29
C 1.349 2.029 -4.914 -0.49
O 1.908 2.354 -5.923 0.06
H -2.442 -4.880 -0.085 -0.01
H 0.412 -2.163 0.761 0.07
H 1.232 -3.097 -0.500 0.11
H 0.638 -1.660 -2.168 0.11
H -0.930 -1.454 -1.550 0.09
H -0.383 0.467 -0.398 0.12
H 1.011 -0.304 0.214 0.08
H 3.744 1.540 3.012 0.08
H 2.541 0.307 3.196 0.07
H 2.177 1.988 3.579 0.06
H 0.789 4.317 -4.550 0.03
H -0.717 5.138 -4.331 0.04
H -0.184 4.787 -5.946 0.02
H -1.257 3.629 -2.784 0.06
C 3.539 -3.147 3.323 -0.68
O 3.668 -2.149 4.026 0.00
N 3.424 -3.092 1.975 0.17
N 3.479 -4.402 3.866 0.15
H 3.287 -3.908 1.411 0.09
H 3.444 -2.199 1.519 0.03
H 3.557 -4.477 4.862 0.10
H 3.352 -5.232 3.320 0.09
C -1.796 4.937 -8.809 -0.69
O -1.305 5.957 -8.355 0.02
N -1.153 3.733 -8.745 0.15
N -3.029 4.920 -9.406 0.15
H -1.532 2.874 -9.092 0.09
H -0.250 3.724 -8.309 0.09
H -3.522 5.789 -9.461 0.10
H -3.451 4.092 -9.779 0.09
C -0.916 -1.988 3.607 -0.65
O -0.103 -2.473 2.827 0.01
N -0.559 -1.102 4.584 0.16
N -2.242 -2.300 3.540 0.17
H -1.217 -0.689 5.220 0.07
H 0.412 -0.846 4.649 0.09
H -2.527 -2.962 2.833 0.06
H -2.930 -1.900 4.152 0.09
C -2.398 1.898 6.080 -0.69
O -3.149 1.114 5.528 0.02
N -1.950 3.039 5.474 0.15
N -1.937 1.693 7.355 0.15
H -1.328 3.692 5.910 0.09
H -2.267 3.215 4.539 0.10
H -2.251 0.869 7.829 0.10
H -1.316 2.322 7.827 0.09
C 8.442 2.155 -3.477 -0.69
O 8.825 3.072 -2.775 0.02
N 9.104 1.784 -4.621 0.14
N 7.323 1.425 -3.186 0.14
H 8.807 1.035 -5.215 0.09
H 9.927 2.302 -4.861 0.10
H 6.816 1.683 -2.358 0.01
H 6.988 0.670 -3.752 0.09
C -4.151 -5.397 2.759 -0.66
O -3.326 -4.649 2.263 0.02
N -4.416 -5.394 4.102 0.16
N -4.884 -6.282 2.017 0.16
H -5.098 -5.987 4.535 0.10
H -3.887 -4.765 4.679 0.11
H -4.719 -6.306 1.029 0.10
H -5.567 -6.901 2.411 0.10
C -6.708 -2.213 4.719 -0.68
O -6.179 -2.456 5.791 0.01
N -6.263 -2.767 3.552 0.16
N -7.786 -1.374 4.608 0.15
H -6.673 -2.594 2.655 0.10
H -5.470 -3.377 3.629 0.05
H -8.128 -0.955 5.451 0.10
H -8.232 -1.159 3.739 0.09
```

Computed properties:
Orbital gap in eV: 8.5
Spin multiplicity: 1
Highest occupied orbital energy in Eh: -0.324
LUMO in eV: -0.37
Charge: 0